w.
ORCA calculation (ωB97M-V/def2-TZVPD) on an isolated molecule of C3H6N2OS.

Last column: Mulliken charge in e.
Cartesian coordinates (Å):
C1 2.353 0.223 -0.023  -0.71
N1 0.769 0.049 0.154  0.13
N2 0.291 -1.094 -0.042  -0.52
C2 -1.043 -1.164 0.048  -0.30
C3 -2.022 -0.146 0.001  0.52
O1 -1.532 1.053 0.034  -0.56
S1 -3.670 -0.135 -0.004  -0.39
H1 2.903 -0.520 -0.560  0.29
H2 3.026 0.018 0.912  0.24
H3 2.407 1.182 -0.646  0.26
H4 0.231 0.883 -0.108  0.33
H5 -1.578 -2.062 0.068  0.38
H6 -2.134 1.713 0.165  0.33

For the molar mass, the calculation gives 118.16 Da. As for the charge: 0. The value obtained for the HOMO-LUMO gap is 0.293 hartree. The SMILES is CN/N=C\C(O)=S.

=====

x.
ORCA calculation (ωB97M-V/def2-TZVPD) on an isolated molecule of C3H6N2OS.

Last column: Mulliken charge in e.
Cartesian coordinates (Å):
C1 -2.197 -0.466 -0.028  -0.98
N1 -1.304 0.665 -0.191  -0.50
C2 -0.075 0.408 -0.164  0.63
N2 0.543 -0.816 0.036  -0.28
S1 2.223 -0.853 -0.207  -0.07
C3 2.127 0.964 0.167  -0.27
O1 0.872 1.357 -0.358  -0.36
H1 -3.216 -0.108 0.164  0.26
H2 -2.217 -1.083 -0.899  0.36
H3 -1.922 -1.114 0.791  0.35
H4 -0.005 -1.649 -0.235  0.31
H5 2.209 1.200 1.247  0.27
H6 2.961 1.495 -0.324  0.28

For the molar mass, the calculation gives 118.16 Da. As for the charge: 0. The value obtained for the HOMO-LUMO gap is 0.325 hartree. The SMILES is C/N=C1\NSCO1.

=====

Most stable structure: x

=====

w.
ORCA calculation (ωB97M-V/def2-TZVPD) on an isolated molecule of C3H6N2OS.

Last column: Mulliken charge in e.
Cartesian coordinates (Å):
C1 -2.252 -0.582 -0.431  -0.63
N1 -0.985 -0.009 -0.452  -0.30
C2 -0.415 0.052 0.619  0.07
N2 0.719 0.698 0.902  -0.30
O1 1.254 1.261 -0.346  -0.17
C3 2.462 0.602 -0.620  0.01
S1 2.796 -0.979 -0.033  -0.29
H1 -2.788 0.225 -1.020  0.23
H2 -2.610 -0.704 0.614  0.31
H3 -2.332 -1.644 -0.968  0.20
H4 -0.726 -0.365 1.565  0.27
H5 1.463 0.180 1.336  0.30
H6 3.413 1.264 -1.166  0.29

For the molar mass, the calculation gives 118.16 Da. As for the charge: 0. The value obtained for the HOMO-LUMO gap is 0.319 hartree. The SMILES is C/N=C/NOC=S.

=====

x.
ORCA calculation (ωB97M-V/def2-TZVPD) on an isolated molecule of C3H6N2OS.

Last column: Mulliken charge in e.
Cartesian coordinates (Å):
C1 1.422 1.273 0.490  -0.78
N1 0.403 1.416 -0.532  -0.35
C2 -0.598 0.712 -0.725  0.05
N2 -0.902 -0.641 -0.208  0.12
O1 -2.168 -0.782 0.335  -0.42
C3 -0.079 -1.670 0.025  -0.13
S1 1.569 -1.755 -0.309  -0.32
H1 1.905 2.302 0.545  0.29
H2 2.291 0.695 0.186  0.30
H3 1.049 0.812 1.493  0.28
H4 -1.488 1.116 -1.262  0.27
H5 -2.685 -0.985 -0.469  0.36
H6 -0.718 -2.493 0.434  0.33

For the molar mass, the calculation gives 118.16 Da. As for the charge: 0. The value obtained for the HOMO-LUMO gap is 0.325 hartree. The SMILES is C/N=C\N(O)C=S.

=====

y.
ORCA calculation (ωB97M-V/def2-TZVPD) on a structure of composition C3H6N2OS.

Last column: Mulliken charge in e.
Cartesian coordinates (Å):
C1 -0.855 0.972 -0.411  -0.43
C2 0.801 -0.787 0.992  -0.16
C3 -0.239 1.246 0.933  -0.39
N1 0.881 0.445 1.297  -0.38
N2 0.550 -1.878 -1.302  -0.55
O1 -1.128 -2.385 0.722  -0.63
S1 -0.494 -1.320 -0.049  0.55
H1 -1.927 1.104 -0.196  0.20
H2 1.618 -1.404 1.270  0.45
H3 -0.102 2.270 0.866  0.40
H4 -0.938 0.870 1.751  0.31
H5 0.026 -2.205 -2.120  0.28
H6 0.975 -0.951 -1.495  0.34

For the molar mass, the calculation gives 118.16 Da. As for the charge: 0. The value obtained for the HOMO-LUMO gap is 0.314 hartree.

=====

z.
ORCA calculation (ωB97M-V/def2-TZVPD) on an isolated molecule of C3H6N2OS.

Last column: Mulliken charge in e.
Cartesian coordinates (Å):
C1 1.453 -1.524 0.510  -1.31
C2 0.600 -0.403 0.010  0.67
N1 0.934 0.431 -0.918  -0.13
N2 2.057 0.270 -1.528  -0.60
C3 -0.676 -0.162 0.581  0.60
O1 -1.160 -0.888 1.465  -0.62
S1 -1.701 1.138 -0.041  -0.23
H1 0.860 -2.077 1.235  0.29
H2 1.657 -2.178 -0.327  0.36
H3 2.366 -1.102 0.950  0.35
H4 2.240 1.058 -2.129  0.26
H5 2.895 0.010 -1.047  0.21
H6 -2.719 0.806 0.774  0.15

For the molar mass, the calculation gives 118.16 Da. As for the charge: 0. The value obtained for the HOMO-LUMO gap is 0.351 hartree. The SMILES is C/C(=N\N)C(=O)S.

=====

Most stable structure: z

=====

w.
ORCA calculation (ωB97M-V/def2-TZVPD) on an isolated molecule of C3H6N2OS.

Last column: Mulliken charge in e.
Cartesian coordinates (Å):
H1 -2.292 -1.088 -0.307  0.26
N1 -1.285 -1.197 -0.274  -0.71
C1 -0.613 -0.140 -0.188  0.61
N2 0.739 -0.057 -0.308  -0.27
C2 1.329 -1.267 -0.945  -0.82
S1 -1.550 1.443 0.060  -0.16
C3 -0.767 1.994 1.615  0.04
O1 -0.823 3.150 1.965  -0.43
H2 1.151 0.821 -0.556  0.24
H3 0.589 -2.061 -0.759  0.33
H4 1.495 -1.290 -2.060  0.26
H5 2.297 -1.533 -0.440  0.27
H6 -0.269 1.225 2.198  0.37

For the molar mass, the calculation gives 118.16 Da. As for the charge: 0. The value obtained for the HOMO-LUMO gap is 0.374 hartree. The SMILES is [H]/N=C(/NC)SC=O.

=====

x.
ORCA calculation (ωB97M-V/def2-TZVPD) on an isolated molecule of C3H6N2OS.

Last column: Mulliken charge in e.
Cartesian coordinates (Å):
N1 0.519 -2.491 -0.449  -0.51
N2 0.179 -1.708 0.685  -0.32
C1 -0.035 -0.492 0.417  0.52
O1 -0.406 0.372 1.387  -0.35
C2 -0.172 1.720 1.016  -0.45
C3 -0.479 1.852 -0.467  -0.42
S1 0.120 0.293 -1.179  -0.13
H1 1.448 -2.235 -0.780  0.22
H2 0.603 -3.456 -0.119  0.26
H3 0.863 1.991 1.215  0.29
H4 -0.831 2.332 1.618  0.26
H5 0.033 2.700 -0.950  0.34
H6 -1.565 1.923 -0.660  0.29

For the molar mass, the calculation gives 118.16 Da. As for the charge: 0. The value obtained for the HOMO-LUMO gap is 0.336 hartree. The SMILES is N/N=C1/OCCS1.

=====

Most stable structure: w

=====

w.
ORCA calculation (ωB97M-V/def2-TZVPD) on an isolated molecule of C3H6O2S.

Last column: Mulliken charge in e.
Cartesian coordinates (Å):
O1 2.550 0.198 -0.360  -0.56
C1 1.428 -0.074 -0.004  0.63
O2 1.039 -1.338 0.159  -0.42
C2 0.424 0.940 0.484  -0.76
C3 -0.919 1.067 -0.203  -0.50
S1 -1.936 -0.402 -0.163  -0.27
H1 0.127 -1.461 0.320  0.30
H2 0.840 1.856 0.501  0.42
H3 0.075 0.734 1.536  0.31
H4 -1.367 1.927 0.269  0.34
H5 -0.808 1.409 -1.237  0.35
H6 -2.195 -0.499 1.164  0.16

For the molar mass, the calculation gives 106.15 Da. As for the charge: 0. The value obtained for the HOMO-LUMO gap is 0.384 hartree. The SMILES is O=C(O)CCS.

=====

x.
ORCA calculation (ωB97M-V/def2-TZVPD) on a cluster of 2 separate species, C3H6O2S in total.

Last column: Mulliken charge in e.
Cartesian coordinates (Å):
C1 -1.372 0.603 -0.349  0.06
C2 -0.018 0.747 -0.812  0.09
C3 1.062 -1.122 0.633  -0.39
O1 -0.877 0.291 -1.697  -0.35
O2 -0.058 -1.582 1.283  -0.49
S1 1.073 2.058 -1.095  -0.20
H1 -1.480 -0.250 0.384  0.06
H2 -2.013 1.529 -0.266  0.26
H3 1.771 -0.785 1.426  0.30
H4 1.394 -1.688 -0.312  0.25
H5 -0.624 -1.938 0.635  0.33
H6 1.143 2.137 0.169  0.10

For the molar mass, the calculation gives 106.15 Da. As for the charge: 0. The value obtained for the HOMO-LUMO gap (alpha / beta) is 0.296 / 0.290 hartree.

=====

y.
ORCA calculation (ωB97M-V/def2-TZVPD) on a structure of composition C3H6O2S.

Last column: Mulliken charge in e.
Cartesian coordinates (Å):
C1 0.098 0.108 0.357  0.30
C2 1.262 -0.786 0.311  -1.09
C3 -1.545 -0.618 -0.343  -0.93
O1 -0.937 2.482 -0.184  -0.51
O2 1.488 2.318 0.339  -0.52
S1 0.273 1.705 -0.145  0.78
H1 1.325 -1.393 -0.594  0.29
H2 2.171 -0.194 0.424  0.38
H3 1.198 -1.470 1.162  0.31
H4 -1.713 -0.075 -1.257  0.35
H5 -2.270 -0.409 0.420  0.30
H6 -1.351 -1.668 -0.491  0.34

For the molar mass, the calculation gives 106.15 Da. As for the charge: 0. The value obtained for the HOMO-LUMO gap is 0.302 hartree.

=====

Most stable structure: w

=====

w.
ORCA calculation (ωB97M-V/def2-TZVPD) on the ion C7H12N3 with charge +1.

Last column: Mulliken charge in e.
Cartesian coordinates (Å):
C1 -2.395 0.540 -0.840  0.16
C2 -3.480 1.121 -1.038  -0.37
C3 -1.028 -1.178 0.244  -0.47
C4 0.377 -1.787 -0.215  -0.63
C5 1.074 0.459 -0.687  -0.80
C6 -0.236 1.188 -0.039  0.06
C7 1.817 -0.623 1.337  -0.77
N1 -1.304 0.080 -0.231  0.08
N2 1.273 -0.670 0.051  0.23
N3 -0.544 2.367 -0.648  -0.53
H1 -1.847 -1.784 -0.120  0.46
H2 -0.977 -1.169 1.420  0.25
H3 0.589 -2.697 0.319  0.36
H4 0.213 -1.901 -1.273  0.33
H5 0.796 0.224 -1.697  0.28
H6 1.897 1.218 -0.795  0.35
H7 0.039 1.365 0.964  0.39
H8 1.831 -1.718 1.564  0.31
H9 2.786 -0.150 1.268  0.34
H10 1.233 -0.128 2.142  0.36
H11 -1.101 2.193 -1.562  0.34
H12 -1.012 3.049 -0.163  0.26

For the molar mass, the calculation gives 138.19 Da. As for the charge: +1. The value obtained for the HOMO-LUMO gap (alpha / beta) is 0.222 / 0.290 hartree.

=====

x.
ORCA calculation (ωB97M-V/def2-TZVPD) on a cluster of 2 separate species, C7H12N3 in total.

Last column: Mulliken charge in e.
Cartesian coordinates (Å):
C1 -1.599 1.855 -0.113  -0.32
C2 -0.332 1.401 -0.228  -0.53
C3 -2.655 1.075 0.342  -0.61
C4 -2.354 -0.206 0.713  -0.17
C5 -0.038 0.058 0.201  0.64
C6 -0.653 -2.054 0.729  -0.89
C7 2.911 0.642 0.551  -0.32
N1 -1.030 -0.697 0.608  0.10
N2 2.322 -0.228 -0.174  0.03
N3 1.074 -0.575 -0.127  -0.52
H1 -1.942 2.918 -0.183  0.33
H2 0.539 1.905 -0.440  0.55
H3 -3.632 1.485 0.317  0.43
H4 -3.037 -0.983 0.935  0.39
H5 0.320 -2.021 1.281  0.32
H6 -1.373 -2.656 1.299  0.35
H7 -0.637 -2.514 -0.245  0.32
H8 1.748 -0.292 -3.343  0.09
H9 2.367 1.052 1.357  0.35
H10 3.952 0.651 0.401  0.28
H11 3.017 -0.654 -0.799  0.28
H12 1.034 -0.162 -3.083  -0.09

For the molar mass, the calculation gives 138.19 Da. As for the charge: +1. The value obtained for the HOMO-LUMO gap is 0.313 hartree.

=====

y.
ORCA calculation (ωB97M-V/def2-TZVPD) on a cluster of 2 separate species, C7H12N3 in total.

Last column: Mulliken charge in e.
Cartesian coordinates (Å):
C1 0.550 -2.839 -0.682  -0.41
C2 -0.524 -2.437 -1.451  -0.60
C3 1.028 -2.077 0.430  -0.75
C4 -1.238 -1.343 -1.074  -0.47
C5 0.379 -0.902 0.679  -0.14
C6 -0.822 -0.544 -0.071  0.65
C7 2.136 2.446 -0.296  -0.03
N1 0.882 2.616 -0.150  0.02
N2 -1.489 0.624 0.313  -0.15
N3 -1.254 1.356 1.471  -0.77
H1 1.146 -3.598 -1.170  0.37
H2 -1.031 -3.147 -2.054  0.38
H3 1.643 -2.607 1.170  0.34
H4 -2.068 -0.967 -1.626  0.34
H5 0.550 -0.241 1.570  0.38
H6 2.546 3.071 -1.036  0.29
H7 2.679 1.708 0.316  0.28
H8 0.448 3.177 -0.746  0.24
H9 0.237 2.085 0.489  0.31
H10 -2.494 0.521 0.119  0.26
H11 -1.401 0.940 2.352  0.20
H12 -1.904 2.157 1.447  0.24

For the molar mass, the calculation gives 138.19 Da. As for the charge: +1. The value obtained for the HOMO-LUMO gap is 0.228 hartree.

=====

Most stable structure: y